No. 1
{"formula": "C20H48BrO14P3", "method": "ωB97M-V with the def2-TZVPD basis set", "orbital_gap_ev": 10.52, "e_homo_ha": -0.3743, "e_tot_ha": -5442.427676, "spin_multiplicity": 1, "lumo_energy_ev": 0.34, "mol_weight_g_mol": 685.4, "smiles": "CCOP(=O)(OCC)OCC.CCOP(=O)(OCC)OCC.CCOP(=O)(OCC)OCC.O=COCBr", "fmax_ev_per_a": 6.7, "symbols": ["C", "C", "O", "P", "O", "O", "C", "C", "O", "C", "C", "H", "H", "H", "H", "H", "H", "H", "H", "H", "H", "H", "H", "H", "H", "H", "C", "C", "O", "P", "O", "O", "C", "C", "O", "C", "C", "H", "H", "H", "H", "H", "H", "H", "H", "H", "H", "H", "H", "H", "H", "H", "C", "C", "O", "P", "O", "O", "C", "C", "O", "C", "C", "H", "H", "H", "H", "H", "H", "H", "H", "H", "H", "H", "H", "H", "H", "H", "O", "C", "O", "C", "Br", "H", "H", "H"], "positions_angstrom": [[4.56, 2.86, -4.47], [3.75, 4.12, -4.72], [2.38, 3.93, -4.37], [1.80, 4.42, -2.92], [2.40, 5.75, -2.68], [0.27, 4.79, -3.31], [-0.29, 6.06, -2.96], [-0.24, 7.00, -4.15], [1.27, 2.95, -2.45], [2.15, 2.02, -1.82], [3.02, 2.65, -0.75], [4.66, 2.66, -3.40], [5.56, 2.96, -4.89], [4.08, 1.99, -4.92], [4.19, 4.96, -4.18], [3.78, 4.36, -5.78], [0.21, 6.49, -2.10], [-1.33, 5.89, -2.68], [0.77, 7.07, -4.56], [-0.57, 8.00, -3.87], [-0.89, 6.64, -4.95], [2.76, 1.52, -2.58], [1.53, 1.25, -1.37], [3.69, 3.42, -1.18], [3.64, 1.90, -0.27], [2.41, 3.14, 0.00], [2.54, -3.30, 5.22], [2.54, -1.92, 5.86], [3.72, -1.20, 5.54], [3.74, -0.10, 4.32], [2.48, 0.66, 4.45], [4.85, 0.96, 4.88], [4.55, 2.35, 4.95], [4.14, 2.74, 6.35], [4.94, -0.82, 3.47], [4.64, -1.88, 2.55], [3.44, -1.59, 1.68], [2.42, -3.22, 4.13], [1.71, -3.90, 5.60], [3.47, -3.82, 5.42], [1.64, -1.37, 5.57], [2.52, -2.03, 6.95], [3.79, 2.63, 4.22], [5.47, 2.88, 4.67], [3.33, 2.11, 6.71], [3.82, 3.78, 6.39], [4.98, 2.61, 7.04], [4.51, -2.82, 3.10], [5.52, -2.00, 1.93], [2.53, -1.48, 2.29], [3.28, -2.39, 0.97], [3.58, -0.65, 1.14], [-8.02, -4.04, -2.37], [-7.29, -2.71, -2.31], [-7.11, -2.28, -0.97], [-5.69, -2.54, -0.18], [-4.62, -2.23, -1.16], [-5.67, -1.24, 0.79], [-4.53, -0.37, 0.83], [-4.76, 0.85, -0.05], [-6.34, -3.39, 1.05], [-6.54, -4.80, 0.93], [-5.37, -5.53, 0.32], [-7.38, -4.85, -2.00], [-8.30, -4.28, -3.40], [-8.92, -4.02, -1.76], [-6.35, -2.78, -2.85], [-7.90, -1.95, -2.81], [-3.63, -0.90, 0.54], [-4.41, -0.06, 1.87], [-5.04, 0.56, -1.06], [-3.86, 1.46, -0.10], [-5.57, 1.46, 0.35], [-7.46, -4.99, 0.37], [-6.72, -5.18, 1.94], [-5.18, -5.19, -0.71], [-5.55, -6.60, 0.29], [-4.46, -5.34, 0.89], [3.25, -3.24, -2.19], [2.20, -3.04, -2.74], [1.08, -3.66, -2.29], [-0.10, -3.21, -2.88], [-0.64, -1.45, -2.26], [2.16, -2.37, -3.61], [-0.88, -3.88, -2.57], [-0.09, -3.19, -3.96]]}

No. 2
{"formula": "C2H8NOS", "method": "ωB97M-V with the def2-TZVPD basis set", "orbital_gap_ev": 7.15, "e_homo_ha": -0.1076, "e_tot_ha": -609.201224, "spin_multiplicity": 1, "lumo_energy_ev": 4.22, "charge": -1, "mol_weight_g_mol": 94.2, "e_above_lowest_ev": 0.619, "fmax_ev_per_a": 2.4, "symbols": ["C", "S", "H", "H", "H", "N", "C", "O", "H", "H", "H", "H", "H"], "positions_angstrom": [[-0.70, -0.63, 2.00], [0.94, -0.88, 1.10], [-1.42, -0.31, 1.24], [-0.50, 0.18, 2.71], [-1.06, -1.53, 2.47], [-0.49, -0.25, -2.09], [-0.67, 1.10, -1.55], [0.20, 1.51, -0.56], [-0.83, -0.95, -1.42], [0.50, -0.47, -1.92], [-1.74, 1.17, -1.16], [-0.68, 1.80, -2.39], [0.32, 0.68, 0.06]]}

No. 3
{"formula": "C4H8N2O", "method": "ωB97M-V with the def2-TZVPD basis set", "orbital_gap_ev": 9.69, "e_homo_ha": -0.3245, "e_tot_ha": -341.835077, "spin_multiplicity": 1, "lumo_energy_ev": 0.86, "mol_weight_g_mol": 100.1, "e_above_lowest_ev": 4.587, "fmax_ev_per_a": 0.4, "symbols": ["N", "C", "O", "C", "N", "C", "C", "H", "H", "H", "H", "H", "H", "H", "H"], "positions_angstrom": [[1.79, 0.06, -1.27], [1.67, -0.59, -0.09], [2.46, -1.43, 0.32], [0.46, -0.21, 0.76], [-0.50, 0.63, 0.05], [-2.07, 0.74, 0.83], [-1.74, 0.02, -0.43], [2.60, -0.12, -1.84], [1.13, 0.78, -1.53], [0.00, -1.14, 1.12], [0.83, 0.33, 1.63], [-1.95, 0.04, 1.67], [-0.91, 1.53, 0.58], [-1.67, -1.07, -0.42], [-2.10, 0.41, -1.38]]}

No. 4
{"formula": "C6H5N2O5S", "method": "ωB97M-V with the def2-TZVPD basis set", "orbital_gap_ev": [7.85, 5.12], "e_homo_ha": [-0.2050, -0.1847], "e_tot_ha": -1115.373338, "spin_multiplicity": 1, "lumo_energy_ev": [2.27, 0.10], "charge": -1, "mol_weight_g_mol": 217.2, "e_above_lowest_ev": 3.258, "fmax_ev_per_a": 3.8, "symbols": ["C", "C", "C", "C", "C", "C", "N", "N", "O", "O", "O", "O", "O", "S", "H", "H", "H", "H", "H"], "positions_angstrom": [[-2.77, 0.49, -0.81], [-2.62, -0.78, -1.14], [2.94, -0.67, -0.12], [2.15, 0.31, 0.20], [4.47, -0.47, 0.27], [0.57, 0.33, -0.04], [-3.95, -0.39, 0.84], [-3.60, 0.67, 0.27], [4.65, -1.45, 1.00], [5.19, 0.44, -0.13], [0.33, 0.08, -1.21], [-0.11, 0.58, 0.95], [-2.69, 1.60, 1.43], [-3.39, -1.74, 0.11], [-2.26, 1.24, -1.34], [-2.02, -1.34, -1.93], [2.56, -1.62, -0.44], [2.31, 1.37, 0.55], [-1.77, 1.35, 1.54]]}

No. 5
{"formula": "C3H2EuO3", "method": "ωB97M-V with the def2-TZVPD basis set", "orbital_gap_ev": [6.19, 6.44], "e_homo_ha": [-0.5953, -0.5955], "e_tot_ha": -1050.804327, "spin_multiplicity": 8, "lumo_energy_ev": [-10.00, -9.76], "charge": 2, "mol_weight_g_mol": 238.0, "e_above_lowest_ev": 3.102, "fmax_ev_per_a": 4.6, "s_squared": 15.76, "symbols": ["C", "C", "O", "C", "O", "O", "Eu", "H", "H"], "positions_angstrom": [[0.68, 0.30, 1.45], [1.72, -0.24, 0.65], [1.32, -0.53, -0.53], [-0.39, -0.17, -0.75], [-0.74, 0.29, 0.34], [-0.95, -0.36, -1.80], [-2.87, -0.30, -3.37], [0.83, 1.35, 1.72], [0.39, -0.34, 2.29]]}

No. 6
{"formula": "C2H8N3O", "method": "ωB97M-V with the def2-TZVPD basis set", "orbital_gap_ev": 6.81, "e_homo_ha": -0.4664, "e_tot_ha": -320.093123, "spin_multiplicity": 1, "lumo_energy_ev": -5.88, "charge": 1, "mol_weight_g_mol": 90.1, "e_above_lowest_ev": 6.298, "fmax_ev_per_a": 2.8, "symbols": ["C", "C", "N", "N", "N", "O", "H", "H", "H", "H", "H", "H", "H", "H"], "positions_angstrom": [[2.61, -0.47, -0.14], [-3.48, 0.14, 0.14], [1.91, 0.64, 0.41], [1.03, 1.34, -0.09], [-2.08, 0.08, 0.28], [-1.33, 0.33, -0.62], [3.68, -0.27, -0.15], [2.44, -1.35, 0.49], [2.27, -0.68, -1.16], [-3.86, 0.28, -0.87], [-3.78, 0.98, 0.79], [-3.89, -0.74, 0.63], [2.17, 0.90, 1.37], [0.77, 1.11, -1.06]]}

No. 7
{"formula": "C2H7NOSi", "method": "ωB97M-V with the def2-TZVPD basis set", "orbital_gap_ev": 10.00, "e_homo_ha": -0.3319, "e_tot_ha": -499.900460, "spin_multiplicity": 1, "lumo_energy_ev": 0.96, "mol_weight_g_mol": 89.2, "e_above_lowest_ev": 0.472, "fmax_ev_per_a": 3.0, "symbols": ["C", "C", "N", "O", "Si", "H", "H", "H", "H", "H", "H", "H"], "positions_angstrom": [[0.10, 0.29, 1.01], [-1.24, 0.21, 0.25], [0.99, -0.56, 0.08], [-1.10, 0.13, -1.14], [0.48, -0.19, -1.53], [0.44, 1.27, 1.22], [0.00, -0.20, 2.02], [-1.65, -0.70, 0.65], [-1.79, 1.15, 0.47], [1.97, -0.70, 0.39], [1.36, 0.87, -1.94], [0.74, -1.57, -2.15]]}

No. 8
{"formula": "BrH14O7", "method": "ωB97M-V with the def2-TZVPD basis set", "orbital_gap_ev": 9.39, "e_homo_ha": -0.2280, "e_tot_ha": -3109.222153, "spin_multiplicity": 1, "lumo_energy_ev": 3.19, "charge": -1, "mol_weight_g_mol": 206.0, "e_above_lowest_ev": 0.583, "fmax_ev_per_a": 0.9, "symbols": ["Br", "O", "H", "H", "O", "H", "H", "O", "H", "H", "O", "H", "H", "O", "H", "H", "O", "H", "H", "O", "H", "H"], "positions_angstrom": [[-0.32, -0.06, 0.17], [0.09, 2.97, -1.03], [0.87, 2.55, -1.38], [-0.24, 2.34, -0.39], [-3.27, -1.93, -0.45], [-3.45, -2.25, 0.43], [-2.45, -1.44, -0.37], [2.37, 0.72, -2.01], [1.84, 0.16, -1.44], [1.99, 0.58, -2.88], [-0.10, -3.67, 0.55], [-0.13, -2.71, 0.52], [-0.92, -3.92, 0.98], [2.15, 1.85, 1.49], [1.76, 2.66, 1.84], [1.43, 1.40, 1.07], [-2.64, 1.91, -1.25], [-1.87, 1.37, -1.09], [-3.37, 1.30, -1.25], [1.90, -1.45, 2.46], [2.80, -1.58, 2.17], [1.55, -0.79, 1.86]]}

No. 9
{"formula": "CH3OS", "method": "ωB97M-V with the def2-TZVPD basis set", "orbital_gap_ev": 6.94, "e_homo_ha": -0.1010, "e_tot_ha": -513.337186, "spin_multiplicity": 1, "lumo_energy_ev": 4.19, "charge": -1, "mol_weight_g_mol": 63.1, "e_above_lowest_ev": 0.020, "fmax_ev_per_a": 0.3, "symbols": ["S", "H", "O", "C", "H", "H"], "positions_angstrom": [[-2.17, -0.45, -0.72], [-1.72, -0.30, 0.53], [1.66, 1.01, 0.58], [0.96, 0.19, 0.04], [0.67, -0.73, 0.56], [0.60, 0.28, -0.99]]}

Question: Number 5 is which compound?
Answer: C3H2EuO3